Below is C20H15N2PtS5 as an isolated structure in a non-equilibrium geometry, with properties calculated with wB97M-V/def2-TZVPD.

Its total charge is +1. For the total energy, the calculation gives -2990.67053 Eh.

Last column: Löwdin charge in e.
Element x y z (Å)
Pt  0.06051  0.39892  0.41494  0.73
S  -0.62449  0.62782  2.78064  0.68
C  -1.86339  -0.59108  2.65914  -0.70
C  -2.10849  -1.36718  3.79934  -0.09
C  -3.10489  -2.32058  3.80744  -0.04
C  -3.89029  -2.51728  2.67814  -0.05
C  -3.66239  -1.76298  1.54134  -0.09
C  -2.64699  -0.81918  1.51194  -0.54
S  -2.50729  0.23142  0.07124  1.02
C  -2.48419  -0.95028  -1.33456  -0.32
C  -1.19639  -1.05418  -2.10956  -0.32
C  -1.08849  -2.00218  -3.12396  0.01
C  0.10081  -2.09928  -3.82456  0.00
C  1.14491  -1.23838  -3.51916  0.02
C  0.96461  -0.31038  -2.50486  -0.33
C  2.03251  0.66662  -2.12526  -0.33
S  2.56081  0.47872  -0.35446  1.02
C  2.79841  2.17242  0.17144  -0.54
C  4.07061  2.52452  0.59444  -0.09
C  4.31761  3.79652  1.08584  -0.06
C  3.29221  4.73112  1.13634  -0.05
C  2.03181  4.40132  0.68564  -0.10
C  1.75561  3.10992  0.22534  -0.68
S  0.11061  2.77242  -0.21626  0.65
N  -0.18859  -0.23568  -1.83486  0.02
H  -1.49819  -1.20568  4.67514  0.11
H  -3.28199  -2.90978  4.69364  0.12
H  -4.69469  -3.23678  2.68304  0.12
H  -4.29929  -1.89408  0.68014  0.11
H  -3.28039  -0.60088  -1.99646  0.10
H  -2.74919  -1.93878  -0.96096  0.09
H  -1.91119  -2.65558  -3.35926  0.13
H  0.21551  -2.82998  -4.60896  0.13
H  2.08031  -1.29868  -4.05046  0.13
H  1.67331  1.68822  -2.25266  0.08
H  2.92541  0.51022  -2.72776  0.10
H  4.86461  1.79632  0.55644  0.11
H  5.30271  4.05392  1.44104  0.11
H  3.47741  5.72012  1.52594  0.12
H  1.22511  5.11762  0.71734  0.11
S  -0.21139  -4.34218  -0.20786  0.60
C  0.05221  -2.85488  0.29544  -0.99
N  0.23441  -1.76218  0.68034  -0.09

Cartesian forces (eV/Å) of the 3 atoms listed first:
Pt -1.5 -0.7 -1.9
S 1.1 0.5 -1.7
C -0.4 -0.5 -0.3



Below is C20H15N2PtS5 as an isolated structure, with properties calculated with wB97M-V/def2-TZVPD.

Its total charge is +1. The spin multiplicity is 5. Its expectation value of S² is 6.055. For the total energy, the calculation gives -2990.65024 Eh.

Last column: Löwdin charge in e.
Element x y z (Å)
Pt  0.11400  0.12332  0.45647  0.53
S  -0.49558  0.02432  2.84680  0.79
C  -1.86211  -0.99945  2.72755  -0.66
C  -2.21352  -1.72443  3.88430  -0.08
C  -3.18843  -2.69739  3.83842  -0.04
C  -3.86474  -2.94146  2.65026  -0.02
C  -3.59030  -2.18973  1.51066  -0.08
C  -2.60085  -1.23143  1.53500  -0.52
S  -2.33296  -0.18203  0.12555  0.94
C  -2.23514  -1.34342  -1.27284  -0.36
C  -0.95560  -1.29372  -2.08274  -0.32
C  -0.83822  -2.14078  -3.17950  0.00
C  0.34763  -2.15861  -3.88510  -0.01
C  1.39109  -1.32788  -3.49466  0.01
C  1.20037  -0.49896  -2.40861  -0.33
C  2.24887  0.46245  -1.92609  -0.33
S  2.58554  0.26668  -0.12599  0.93
C  2.94578  1.95940  0.27090  -0.53
C  4.26436  2.34380  0.39723  -0.07
C  4.58427  3.67182  0.67926  -0.03
C  3.58163  4.61933  0.82265  -0.04
C  2.25637  4.24619  0.69973  -0.09
C  1.90927  2.90994  0.44016  -0.65
S  0.23623  2.52107  0.37472  0.76
N  0.04504  -0.49076  -1.73318  0.00
H  -1.67075  -1.52696  4.79899  0.11
H  -3.42333  -3.26946  4.72490  0.12
H  -4.62745  -3.70681  2.60739  0.12
H  -4.16391  -2.36133  0.60964  0.12
H  -3.08541  -1.14040  -1.92289  0.10
H  -2.33360  -2.35930  -0.87772  0.03
H  -1.65758  -2.79436  -3.44485  0.13
H  0.47040  -2.82683  -4.72652  0.12
H  2.33501  -1.33038  -4.02127  0.13
H  1.89567  1.48460  -2.06796  0.10
H  3.18393  0.33159  -2.46541  0.09
H  5.04993  1.60972  0.27671  0.12
H  5.62225  3.95854  0.77907  0.12
H  3.83293  5.64950  1.03364  0.12
H  1.46488  4.97409  0.81956  0.11
S  -1.00154  -4.48243  0.01900  0.59
C  -0.25988  -3.09802  0.39261  -0.97
N  0.28394  -2.08551  0.64219  -0.08

Cartesian forces (eV/Å) of the 3 atoms listed first:
Pt 0.0 0.2 -0.1
S 0.0 0.0 0.0
C 0.0 0.0 0.0



Below is C20H15N4O4S6Zn as an isolated structure in a non-equilibrium geometry, with properties calculated with wB97M-V/def2-TZVPD.

Its total charge is -1. For the total energy, the calculation gives -5459.77264 Eh.

Last column: Löwdin charge in e.
Element x y z (Å)
Zn  -1.37484  -0.68243  -1.67294  0.33
O  -6.46046  3.29816  -0.95416  -0.10
C  -5.64040  2.47513  -1.26146  -1.05
S  -5.53597  0.87478  -0.52111  0.93
C  -4.18566  0.27482  -1.46600  -1.18
C  -3.63645  1.12514  -2.36282  -1.20
S  -2.26752  0.79690  -3.34984  0.51
S  -4.40127  2.70357  -2.49882  0.94
S  -3.65537  -1.34410  -1.18578  0.55
S  -0.46250  -3.32952  -0.73151  0.65
C  -0.71219  -2.78682  0.81457  -0.87
N  -2.00448  -2.50445  1.21241  0.05
C  -2.26903  -1.99590  2.41590  -0.09
C  -1.26540  -1.90467  3.34788  -0.07
C  0.02811  -2.22296  2.89626  -0.14
N  0.29070  -2.65681  1.69636  0.07
H  -2.72250  -2.46133  0.48010  0.00
H  -3.28872  -1.70622  2.61467  0.14
H  -1.44936  -1.52718  4.33942  0.10
H  0.88432  -2.09328  3.55060  0.11
N  4.80381  -1.21183  -5.89093  0.16
C  3.84374  -1.26065  -5.26321  -0.19
C  2.66583  -1.29543  -4.48717  -0.22
C  1.40642  -1.23328  -5.09469  0.01
C  0.28885  -1.21310  -4.28420  -0.12
N  0.35855  -1.25034  -2.95855  0.00
C  1.54867  -1.34411  -2.37578  -0.14
C  2.73014  -1.37063  -3.09193  0.02
H  1.31541  -1.19391  -6.16923  0.12
H  -0.70410  -1.14638  -4.70482  0.09
H  1.54321  -1.39081  -1.29744  0.08
H  3.68290  -1.44281  -2.58915  0.12
C  3.86461  2.36545  3.89481  -0.06
C  2.61571  2.15472  3.08870  -0.28
C  2.54571  2.51665  1.74794  -0.04
C  1.43586  2.19732  0.97967  -0.04
C  0.37118  1.54240  1.56028  -0.25
C  0.39949  1.22920  2.90335  -0.06
C  1.51698  1.52581  3.66352  -0.04
S  -0.94337  0.86374  0.54517  0.48
O  -1.94295  0.32029  1.44188  -0.31
O  -1.42577  1.84741  -0.39070  -0.30
O  -0.20560  -0.21968  -0.16873  -0.42
H  4.62881  2.87969  3.31876  0.07
H  4.26476  1.39862  4.20114  0.08
H  3.66959  2.93786  4.79953  0.08
H  3.37691  3.03803  1.29584  0.11
H  1.39094  2.43612  -0.07104  0.12
H  -0.46729  0.74827  3.32725  0.10
H  1.54996  1.23856  4.70600  0.11

Cartesian forces (eV/Å) of the 3 atoms listed first:
Zn -0.8 -0.6 -1.3
O -0.4 0.4 0.1
C 0.4 -0.5 -0.1